1.
Below is an isolated molecule of CBrClO at a distorted geometry, with properties calculated with ωB97M-V/def2-TZVPD.

XYZ file:
```
4
Properties=species:S:1:pos:R:3:forces:R:3
C -0.425954 -1.002600 0.212830 -0.258 -5.504 0.078
O -1.536503 -1.228691 0.409573 -0.293 0.485 0.108
Cl 2.077302 1.204643 -0.750184 -2.262 -0.110 0.939
Br -0.114845 1.026648 0.127781 2.814 5.129 -1.126
```
Positions in Å, forces in eV/Å.

Output
energy	-3147.42685	hartree
relative energy (zero: lowest compared OMol25 entry of this formula, charge and spin)	296.1	kJ/mol
charge	0
multiplicity	1
HOMO level (spin up / spin down)	-9.248 / -9.368	eV
gap between HOMO and LUMO (spin up / spin down)	5.980 / 6.160	eV

Atomic partial charges in e from the natural (NBO) method, atoms 1 to 2: 0.2793 -0.5225

2.
Below is a cluster of 2 separate species, C4H12N2O in total at a distorted geometry, with properties calculated with ωB97M-V/def2-TZVPD.

XYZ file:
```
19
Properties=species:S:1:pos:R:3:forces:R:3
C -1.146992 0.356826 0.349003 -0.015 0.297 -1.267
C -2.363604 0.669648 -0.502312 -0.094 0.357 0.292
O -0.633197 1.541042 1.017087 0.293 0.803 0.091
H -1.274945 2.269174 1.065576 -0.037 -0.458 0.008
H -1.453982 -0.321635 1.154664 0.138 -0.230 -0.168
H 0.086743 0.343796 -0.928161 -0.407 -0.988 1.549
H -3.144910 1.226036 0.047296 -0.031 0.055 -0.007
H -2.084747 1.276142 -1.372137 -0.207 -0.051 -0.021
H -2.843325 -0.251426 -0.848911 0.154 0.040 -0.072
N 1.189507 -0.129785 -0.940601 0.271 0.471 -0.508
N 1.997197 0.864596 -0.286430 -0.466 -0.411 -0.089
C 0.845368 -1.358475 -0.219956 1.302 -0.645 0.432
C 1.497834 -1.831932 0.849327 -0.888 0.610 -0.673
H 1.631379 -0.337840 -1.847351 -0.190 0.014 0.354
H 2.825128 0.400219 0.079154 -0.227 0.163 0.241
H 1.380001 1.227073 0.454558 0.326 -0.049 -0.065
H 0.125121 -1.936281 -0.780690 -0.123 0.048 0.140
H 2.179485 -1.230353 1.435343 0.124 -0.018 -0.145
H 1.187939 -2.776823 1.274542 0.076 -0.008 -0.092
```
Positions in Å, forces in eV/Å.

Output
energy	-344.15484	hartree
relative energy (zero: lowest compared OMol25 entry of this formula, charge and spin)	604.4	kJ/mol
charge	0
multiplicity	1
HOMO level	-6.264	eV
gap between HOMO and LUMO	7.087	eV

Atomic partial charges in e from the natural (NBO) method, atoms 1 to 2: -0.3021 -0.6542

3.
Below is an isolated molecule of C5H6OS2 at a distorted geometry, with properties calculated with ωB97M-V/def2-TZVPD.

XYZ file:
```
14
Properties=species:S:1:pos:R:3:forces:R:3
C 1.870201 -0.383427 -0.095324 0.886 -1.486 1.113
C 1.230587 0.909100 -0.255037 1.383 1.230 -0.406
C -0.061092 1.209275 -0.141021 -1.477 -0.790 0.273
C -1.161401 0.346770 0.540038 0.228 0.820 -0.059
C -1.966835 -0.547389 -0.339828 0.342 0.032 -0.792
H 1.520324 -2.188519 0.382151 0.468 -0.398 0.006
H 1.989261 1.705951 -0.482570 -1.084 -0.844 -0.300
H -0.438180 2.142212 -0.560172 0.348 0.109 0.459
H -1.878969 1.000916 1.064544 0.466 -0.081 -0.141
H -0.674657 -0.287809 1.275253 -0.025 -0.044 0.142
H -1.400023 -1.063165 -1.112407 0.156 -0.122 0.077
O 1.024383 -1.372711 0.316532 0.033 1.086 -0.551
S 3.495974 -0.701824 -0.290674 -1.445 0.457 -0.025
S -3.549574 -0.769383 -0.301489 -0.279 0.031 0.204
```
Positions in Å, forces in eV/Å.

Output
SMILES string	OC(=S)/C=C\CC=S
energy	-1065.67608	hartree
relative energy (zero: lowest compared OMol25 entry of this formula, charge and spin)	138.2	kJ/mol
charge	0
multiplicity	1
HOMO level	-8.892	eV
gap between HOMO and LUMO	8.007	eV

Atomic partial charges in e from the natural (NBO) method, atoms 1 to 2: 0.2110 -0.3235

4.
Below is a cluster of 2 separate species, C4H9N3O in total at a distorted geometry, with properties calculated with ωB97M-V/def2-TZVPD.

XYZ file:
```
17
Properties=species:S:1:pos:R:3:forces:R:3
C -2.889545 -1.866105 0.560232 0.029 -0.261 0.211
C -2.097190 -0.720970 0.153021 0.203 1.125 -0.275
C -1.603702 0.325516 -0.194868 -0.775 -0.846 -0.036
N 3.273339 -0.218194 -1.170054 0.090 -0.280 0.505
N -1.167031 1.473449 -0.752555 0.532 0.488 -0.055
C 1.972972 0.637933 0.554731 1.536 0.545 0.769
O 2.046827 0.402632 -0.780299 -0.595 0.183 -0.262
N 1.177498 1.486443 1.037043 -0.139 -0.204 -0.879
H 3.626679 0.331618 -1.951158 -0.318 0.054 0.173
H 3.016280 -1.135901 -1.532210 -0.126 0.249 0.002
H -1.823828 2.242968 -0.715945 -0.060 -0.225 0.031
H -0.264132 1.759445 -0.376630 -0.150 0.029 0.004
H 1.255063 1.627613 2.037027 0.123 -0.387 -0.070
H 2.785005 0.144881 1.109166 -0.319 -0.167 -0.157
H -3.345107 -2.353228 -0.303895 0.064 -0.114 0.058
H -2.268997 -2.584794 1.097348 -0.120 -0.135 -0.040
H -3.694131 -1.553306 1.229046 0.024 -0.054 0.023
```
Positions in Å, forces in eV/Å.

Output
SMILES string	[H]/N=C/ON.CC#CN
energy	-397.17861	hartree
relative energy (zero: lowest compared OMol25 entry of this formula, charge and spin)	451.7	kJ/mol
charge	0
multiplicity	1
HOMO level	-7.683	eV
gap between HOMO and LUMO	8.623	eV

Atomic partial charges in e from the natural (NBO) method, atoms 1 to 2: -0.6639 -0.1301

5.
Below is a structure of composition C3H5CaO4 at a distorted geometry, with properties calculated with ωB97M-V/def2-TZVPD.

XYZ file:
```
13
Properties=species:S:1:pos:R:3:forces:R:3
C 1.536119 0.602419 1.244591 0.665 0.077 0.178
O 0.362174 -0.000946 0.738961 0.570 0.775 0.270
C 0.435845 -1.405661 0.326711 0.331 -0.828 -0.313
H 2.366694 0.475763 0.535052 -0.215 0.023 0.193
H 1.335473 1.671109 1.369543 0.094 -0.248 0.038
H 1.803046 0.148975 2.209892 -0.003 0.176 -0.245
H 0.842302 -1.973483 1.186299 -0.142 0.137 -0.237
H 1.140266 -1.451294 -0.526217 -0.158 0.012 0.264
Ca -1.738173 -0.000276 0.448453 -1.282 0.135 1.215
O -0.838391 -1.722041 -0.004681 0.484 -0.851 -0.175
C -2.370211 1.169894 -2.530155 -1.110 1.296 -1.146
O -2.535160 1.419252 -3.638119 0.597 -0.685 0.710
O -2.339984 1.066291 -1.360331 0.170 -0.019 -0.752
```
Positions in Å, forces in eV/Å.

Output
energy	-1095.71085	hartree
relative energy (zero: lowest compared OMol25 entry of this formula, charge and spin)	0.0	kJ/mol
charge	+1
multiplicity	1
HOMO level	-13.345	eV
gap between HOMO and LUMO	8.960	eV

Atomic partial charges in e from the natural (NBO) method, atoms 1 to 2: -0.2597 -0.7081

6.
Below is a cluster of 3 separate species, C5H11NO4S2 in total at a distorted geometry, with properties calculated with ωB97M-V/def2-TZVPD.

XYZ file:
```
23
Properties=species:S:1:pos:R:3:forces:R:3
C 2.727297 -0.140812 0.365463 0.509 0.122 -0.228
C -0.928821 0.203795 -1.825213 -0.348 0.263 3.352
C -0.175828 3.177208 -2.099371 0.527 1.481 -1.379
C -1.870920 -2.091138 1.021499 1.400 0.652 -0.268
C -0.484317 0.872615 -0.700805 -1.337 -4.598 -0.591
N 2.626037 -0.516667 1.500493 0.140 -1.298 -0.078
O 3.015296 -0.085553 -0.757110 -0.042 0.421 -0.995
O 0.619178 -2.564477 0.899357 -0.650 0.220 -0.081
O -0.328279 -0.964805 2.799018 0.653 -1.123 -1.050
O 2.196018 -0.064572 2.680197 -2.535 0.216 1.037
S 0.098142 2.437619 -0.527323 0.996 1.016 1.098
S -0.408290 -2.337385 2.160492 -1.144 0.545 0.231
H 1.520983 -2.208481 0.966241 0.136 0.242 0.639
H -1.540836 -0.724353 -1.833947 1.030 0.546 0.448
H -1.004320 0.748177 -2.687020 0.029 1.166 -2.375
H 0.612633 2.973543 -2.870862 -1.194 -1.279 0.259
H 0.177145 4.251972 -2.072254 -1.340 -0.673 0.868
H -1.273288 3.030688 -2.344067 1.556 0.454 -0.373
H -1.364230 -2.126184 0.050774 -0.621 -0.342 -0.004
H -2.780387 -2.665029 1.107783 0.252 -0.717 0.255
H -2.125940 -1.056635 1.197467 -0.069 0.343 0.213
H -0.487546 0.215105 0.250536 0.128 1.649 -1.261
H 1.180275 -0.364631 2.718653 1.924 0.691 0.283
```
Positions in Å, forces in eV/Å.

Output
energy	-1349.02505	hartree
relative energy (zero: lowest compared OMol25 entry of this formula, charge and spin)	211.3	kJ/mol
charge	0
multiplicity	1
HOMO level	-8.313	eV
gap between HOMO and LUMO	8.891	eV

Atomic partial charges in e from the natural (NBO) method, atoms 1 to 2: 0.7949 -0.4613

7.
Below is an isolated molecule of C4H7FN2O at a distorted geometry, with properties calculated with ωB97M-V/def2-TZVPD.

XYZ file:
```
15
Properties=species:S:1:pos:R:3:forces:R:3
C -0.027234 0.307151 -0.617566 -1.420 0.969 1.508
C -0.303084 0.553743 2.022074 -0.849 0.405 1.203
C 0.805555 -0.432986 1.767466 1.013 0.566 -2.132
C -0.320573 -0.194466 0.755081 -0.249 -2.721 0.583
N 0.135563 -0.029183 -2.909947 -2.521 -1.342 -1.982
N -0.406178 -0.404774 -1.692218 -0.553 -0.590 0.893
O 0.431950 1.431825 -0.678684 0.977 0.400 -0.651
F -1.157345 -1.329710 0.770525 -0.178 0.388 -0.456
H -0.965728 0.215689 2.857520 0.182 0.445 -1.244
H -0.211627 1.653896 1.919504 0.505 -0.937 0.273
H 1.737505 0.002454 1.329416 -0.535 -0.710 0.967
H 0.772822 -1.500210 2.106258 0.176 1.487 0.148
H 0.757457 0.606607 -2.568178 2.641 2.767 -0.093
H -0.591101 0.479742 -3.469235 0.926 -0.463 0.783
H -0.657984 -1.359778 -1.592017 -0.116 -0.664 0.202
```
Positions in Å, forces in eV/Å.

Output
SMILES string	NNC(=O)C1(F)CC1
energy	-441.16552	hartree
relative energy (zero: lowest compared OMol25 entry of this formula, charge and spin)	225.0	kJ/mol
charge	0
multiplicity	1
HOMO level	-9.581	eV
gap between HOMO and LUMO	10.603	eV

Atomic partial charges in e from the natural (NBO) method, atoms 1 to 2: 0.5992 -0.4334